{
  "formula": "C8H14BClF4N4O",
  "method": "ωB97M-V/def2-TZVPD",
  "symbols": ["N", "C", "C", "C", "C", "N", "C", "N", "N", "C", "C", "O", "Cl", "C", "H", "H", "H", "H", "H", "H", "H", "H", "H", "H", "H", "H", "H", "H", "B", "F", "F", "F", "F"],
  "coordinates": [[2.620910, -1.108409, 1.579149], [2.436997, 0.031210, 1.045437], [1.680325, 0.160861, -0.238297], [0.144947, 0.122409, -0.085310], [-0.472583, 1.443013, -0.487001], [-1.947701, 1.408704, -0.355499], [-2.521175, 0.616006, 0.578022], [-3.815551, 0.785749, 0.791383], [-1.850621, -0.326800, 1.312549], [-2.288393, -1.732337, 1.153198], [-2.560432, -2.226727, -0.262590], [-1.801782, -2.882107, -0.886703], [-4.153002, -1.835079, -0.954165], [-0.376441, -0.152064, 1.314526], [3.179191, -1.019923, 2.425149], [2.829720, 0.939990, 1.504177], [1.972963, -0.663643, -0.876918], [1.965646, 1.089657, -0.723687], [-0.246886, -0.642887, -0.758352], [-0.214370, 1.709514, -1.506587], [-0.100795, 2.236636, 0.158286], [-2.454845, 1.365648, -1.230041], [-4.349229, 0.146435, 1.353338], [-4.306537, 1.535521, 0.336296], [-3.149518, -1.948396, 1.783062], [-1.462439, -2.349620, 1.486513], [-0.164565, 0.714816, 1.941373], [0.085258, -1.003165, 1.800565], [4.283249, 0.717863, -2.449857], [4.679439, 1.242445, -3.678169], [5.336206, 0.048868, -1.821778], [3.814278, 1.759793, -1.598605], [3.207738, -0.183981, -2.649465]],
  "atomic_forces_ev_per_a": [[-0.209, 0.248, -0.115], [0.199, -0.368, 0.317], [-0.366, 0.054, 0.325], [-0.087, -0.089, 0.001], [0.097, -0.001, -0.138], [0.354, -0.557, 0.411], [-0.284, -0.076, -0.016], [-0.098, -0.068, -0.085], [0.359, 0.027, -0.664], [-0.405, 0.166, 0.480], [0.485, -0.313, -0.374], [-0.123, 0.157, 0.115], [-0.109, 0.100, 0.087], [0.101, 0.217, -0.057], [0.028, -0.006, 0.061], [0.110, 0.131, -0.106], [0.180, 0.072, -0.147], [0.205, -0.083, -0.191], [-0.012, -0.122, -0.020], [-0.120, -0.002, -0.129], [0.040, 0.122, 0.021], [-0.199, 0.568, 0.078], [0.040, -0.045, 0.080], [-0.038, -0.029, -0.147], [-0.135, 0.013, -0.010], [0.065, 0.005, 0.183], [0.034, 0.001, 0.166], [-0.033, -0.185, -0.086], [0.081, -0.079, -0.091], [0.004, 0.098, 0.021], [0.016, 0.016, 0.072], [-0.027, 0.149, 0.066], [-0.156, -0.122, -0.108]],
  "fmax_ev_per_a": 0.78,
  "relative_energy_kj_mol": 0.0
}